An isolated molecule of C22H24N6O2 at a distorted geometry. Source: the Open Molecules 2025 dataset; level of theory: ωB97M-V/def2-TZVPD.

CARTESIAN COORDINATES (ANGSTROEM)
1 C -4.73846 -0.68228 0.68720
2 N -3.37528 -1.03321 0.32495
3 C -2.34029 -0.42586 1.05235
4 O -2.57709 0.32006 1.98537
5 C -1.06408 -0.83148 0.56227
6 C -0.92538 -1.80843 -0.40965
7 N 0.37268 -2.12092 -0.60505
8 C 1.03830 -1.34255 0.23582
9 N 2.40703 -1.30195 0.32865
10 C 3.12759 -1.92288 -0.77172
11 C 4.55431 -1.37867 -0.76952
12 N 5.17563 -1.70282 0.50180
13 C 4.45357 -1.09025 1.59974
14 C 3.03093 -1.64505 1.60014
15 N 0.23043 -0.52353 0.95811
16 C 0.59558 0.63548 1.74556
17 C 0.03770 1.90334 1.13820
18 C -0.90520 2.61971 1.82927
19 C -1.49274 3.76764 1.28041
20 C -1.13870 4.18940 0.03166
21 C -0.15368 3.49926 -0.70464
22 C 0.23619 3.93623 -1.98797
23 C 1.20563 3.27937 -2.69091
24 C 1.83941 2.16361 -2.12648
25 C 1.48186 1.71127 -0.88645
26 C 0.46336 2.34746 -0.14309
27 N -1.99324 -2.36810 -1.03528
28 C -1.79603 -3.37784 -2.05075
29 C -3.26702 -1.97323 -0.68546
30 O -4.25064 -2.43486 -1.22513
31 H -5.27594 -1.57072 1.01805
32 H -4.68487 0.04994 1.48934
33 H -5.25320 -0.26611 -0.17821
34 H 2.61660 -1.67587 -1.70167
35 H 3.14923 -3.01394 -0.65939
36 H 5.12770 -1.84948 -1.56976
37 H 4.51941 -0.28966 -0.95123
38 H 6.14699 -1.40972 0.50707
39 H 4.95038 -1.34860 2.53691
40 H 4.40901 0.01093 1.51378
41 H 2.45431 -1.23810 2.43043
42 H 3.08111 -2.73810 1.71020
43 H 1.68524 0.68654 1.79076
44 H 0.19111 0.51806 2.75555
45 H -1.22546 2.28506 2.80306
46 H -2.23884 4.30042 1.85034
47 H -1.60170 5.05957 -0.41146
48 H -0.24863 4.80843 -2.40326
49 H 1.49649 3.61829 -3.67441
50 H 2.62030 1.66104 -2.67947
51 H 1.99782 0.86105 -0.47150
52 H -2.77722 -3.73100 -2.36149
53 H -1.26366 -2.94930 -2.90008
54 H -1.20528 -4.19632 -1.64079

Atoms 1-2, force components in eV/Å:
C -0.268 0.102 0.085
N -0.217 0.109 0.063

Computed properties:
relative energy (zero: lowest compared OMol25 entry of this formula, charge and spin): 0.00 kcal per mole
multiplicity: 1
HOMO energy: -7.9161 eV
E: -36241.407 eV
SMILES: Cn1c(=O)c2c(nc(N3CCNCC3)n2Cc2cccc3ccccc23)n(C)c1=O